[1]
Formula: C37H22Br5HfN5O4STe
Source: OMol25
Level of theory: ωB97M-V with the def2-TZVPD basis set

Values from the calculation:
* 2S+1: 1
* HOMO-LUMO gap: 0.241 Ha
* HOMO energy: -7.790 eV
* ΔE to the lowest compared entry with this formula, charge and spin: 0.864 eV
* net charge: 0
* M: 1338.291 g/mol

Last column: Mulliken charge in e.
Element x y z (Å)
Hf1 0.9033 -0.2189 -1.1343  -0.03
Br1 5.6012 3.5115 2.3571  -0.18
C1 4.7411 2.4732 1.0411  -0.03
C2 5.3940 2.1112 -0.1350  0.27
Br2 7.1883 2.6221 -0.4109  -0.15
C3 4.7166 1.3750 -1.1117  -0.26
Br3 5.5373 0.8862 -2.7364  -0.11
C4 3.4019 0.9791 -0.9220  0.82
O1 2.6743 0.3114 -1.8291  -0.42
C5 2.7562 1.3138 0.2826  -0.77
O2 1.4908 0.9112 0.4312  0.36
C6 3.4220 2.0672 1.2380  -0.12
Br4 2.4286 2.5177 2.7824  -0.08
C7 -1.9164 -2.6214 -2.0018  -0.56
O3 -1.5854 -1.5592 -1.1026  0.59
C8 -2.4432 -1.3913 -0.0491  0.21
C9 -3.6734 -2.0042 0.0885  -0.68
C10 -4.4252 -1.7364 1.2291  -0.37
Br5 -6.1084 -2.5784 1.4161  -0.20
C11 -3.9850 -0.8769 2.2090  -1.10
C12 -2.7464 -0.2429 2.0628  0.64
C13 -1.9912 -0.5215 0.9378  0.49
O4 -0.7499 0.0234 0.7162  0.66
C14 -2.2884 0.6645 3.1190  0.00
N1 -2.6950 0.5712 4.3536  -0.75
C15 -2.0707 1.5932 5.0365  0.46
C16 -2.1590 1.9595 6.3791  -0.78
C17 -1.4243 3.0504 6.7946  -0.47
C18 -0.6155 3.7728 5.9047  -0.73
C19 -0.5182 3.4320 4.5705  -0.87
C20 -1.2558 2.3285 4.1576  0.60
N2 -1.4005 1.7067 2.9347  0.09
H1 -2.0903 -3.5442 -1.4474  0.48
H2 -1.0645 -2.7481 -2.6558  -0.52
H3 -2.7904 -2.3613 -2.6006  0.36
H4 -4.0525 -2.6874 -0.6558  0.64
H5 -4.5715 -0.6747 3.0922  0.63
H6 -0.3433 0.3082 1.5476  0.10
H7 -2.7888 1.3988 7.0563  0.45
H8 -1.4702 3.3609 7.8300  0.39
H9 -0.0518 4.6193 6.2743  0.39
H10 0.1075 3.9880 3.8837  0.59
H11 -1.0524 2.0860 2.0690  0.10
N3 2.7861 -6.6432 2.4461  -0.52
C21 2.4938 -5.6934 1.8682  -0.18
C22 2.1269 -4.5075 1.1558  0.61
C23 1.8033 -4.5680 -0.1986  -0.94
C24 1.4404 -3.4152 -0.8734  0.24
C25 1.3689 -2.1642 -0.2412  0.85
C26 1.7207 -2.1432 1.1214  -0.27
C27 2.0944 -3.2812 1.8168  -1.07
H12 1.8419 -5.5194 -0.7132  0.48
H13 1.2155 -3.5038 -1.9312  0.08
H14 1.7166 -1.2050 1.6665  0.36
H15 2.3601 -3.2277 2.8644  0.48
Te1 0.1378 -0.1557 -3.8864  -0.12
C28 0.0048 -1.8925 -5.0903  0.19
C29 -0.6545 -1.9807 -6.2789  -0.49
C30 -0.5487 -3.2584 -6.8925  -0.41
C31 0.1956 -4.1307 -6.1670  -0.60
S1 0.7906 -3.3938 -4.7334  -0.05
H16 -1.2041 -1.1501 -6.7000  0.38
H17 -1.0067 -3.5151 -7.8370  0.37
H18 0.4490 -5.1551 -6.3874  0.39
N4 1.5339 6.1381 -2.4940  -0.47
C32 0.8814 5.1939 -2.4434  -0.21
C33 0.0539 4.0334 -2.3586  0.00
C34 -1.2047 3.9938 -2.9697  -0.44
C35 -1.9821 2.8717 -2.7991  -0.99
C36 -1.4694 1.7949 -2.0866  -0.06
N5 -0.2607 1.8243 -1.4892  0.38
C37 0.4705 2.9336 -1.6242  -0.16
H19 -1.5507 4.8422 -3.5440  0.53
H20 -2.9767 2.8086 -3.2156  0.46
H21 -2.0829 0.9291 -1.8860  0.36
H22 1.4199 2.9640 -1.1007  0.65

[2]
Formula: C37H25F3NS6SbTeV
Source: OMol25
Level of theory: ωB97M-V with the def2-TZVPD basis set

Values from the calculation:
* 2S+1: 2
* HOMO-LUMO gap (alpha / beta): 0.205 / 0.193 Ha
* HOMO energy (alpha / beta): -1.546 / -1.217 eV
* net charge: -2
* M: 1033.314 g/mol

Last column: Mulliken spin population.
Element x y z (Å)
V1 -1.7457 1.3260 0.5654  1.02
S1 -2.4985 -2.3143 7.0402  0.00
C1 -2.4007 -1.4950 5.5969  0.00
S2 -1.8744 0.1363 5.4562  0.00
C2 -1.9984 0.3113 3.7181  0.00
C3 -2.4408 -0.7834 3.0672  -0.01
S3 -2.6156 -0.8829 1.3385  -0.01
S4 -2.7914 -2.1728 4.0705  0.00
S5 -1.5852 1.8135 2.9461  0.01
F1 5.8598 -3.7125 -1.8213  0.00
C4 4.6627 -3.2569 -1.3541  0.00
C5 4.5228 -3.0151 -0.0062  0.00
C6 3.2933 -2.5556 0.4590  0.00
C7 2.2194 -2.3336 -0.4011  0.00
C8 2.4160 -2.5938 -1.7594  0.00
C9 3.6313 -3.0588 -2.2483  0.00
Sb1 0.3734 -1.3903 0.3184  0.01
C10 0.4673 -2.4419 2.1816  0.00
C11 0.4150 -3.8245 2.3289  0.00
C12 0.5455 -4.4181 3.5775  0.00
C13 0.7337 -3.6056 4.6772  0.00
F2 0.8823 -4.1860 5.8916  0.00
C14 0.7811 -2.2319 4.5797  0.00
C15 0.6439 -1.6555 3.3211  0.00
C16 -0.8014 -2.6691 -0.9600  0.00
C17 -0.4617 -3.9894 -1.2426  0.00
C18 -1.2218 -4.7612 -2.1155  0.00
C19 -2.3190 -4.1807 -2.7136  0.00
F3 -3.0617 -4.9291 -3.5755  0.00
C20 -2.6849 -2.8727 -2.4773  0.00
C21 -1.9192 -2.1233 -1.5932  0.01
H1 5.3571 -3.1881 0.6610  0.00
H2 3.1770 -2.3713 1.5211  0.00
H3 1.6044 -2.4316 -2.4592  0.00
H4 3.7843 -3.2629 -3.3002  0.00
H5 0.2638 -4.4592 1.4648  0.00
H6 0.4988 -5.4913 3.7065  0.00
H7 0.8937 -1.6305 5.4716  0.00
H8 0.6581 -0.5733 3.2363  0.00
H9 0.4211 -4.4305 -0.7971  0.00
H10 -0.9696 -5.7903 -2.3356  0.00
H11 -3.5538 -2.4491 -2.9627  0.00
H12 -2.2141 -1.0950 -1.3935  -0.02
C22 2.8337 0.8358 -1.6389  0.00
C23 2.9229 1.5188 -0.4283  0.01
C24 1.8397 2.2261 0.0625  -0.03
C25 0.6308 2.2659 -0.6448  -0.03
C26 0.5559 1.5916 -1.8661  -0.04
C27 1.6455 0.8762 -2.3517  0.00
N1 -0.5213 2.8593 -0.1084  0.01
C28 -0.5290 4.2041 0.1457  0.03
C29 0.4434 5.0925 -0.3533  0.01
C30 0.3618 6.4564 -0.1135  0.00
C31 -0.6785 6.9968 0.6308  0.01
C32 -1.6448 6.1251 1.1334  0.00
C33 -1.5763 4.7677 0.9002  0.01
H13 3.6744 0.2591 -2.0037  0.00
H14 3.8406 1.4746 0.1475  0.00
H15 1.8917 2.7339 1.0188  0.00
H16 -0.3763 1.6443 -2.4184  0.01
H17 1.5612 0.3453 -3.2934  0.00
H18 1.2560 4.7046 -0.9555  0.00
H19 1.1266 7.1073 -0.5241  0.00
H20 -0.7378 8.0618 0.8151  0.00
H21 -2.4703 6.5156 1.7176  0.00
H22 -2.3398 4.1037 1.2910  0.00
Te1 -3.9475 1.6833 -0.9800  -0.01
C34 -3.0766 2.7262 -2.5982  0.01
C35 -2.6217 2.2241 -3.7888  0.00
C36 -2.0607 3.2117 -4.6492  0.00
C37 -2.1036 4.4604 -4.1052  0.00
S6 -2.7697 4.4141 -2.5270  0.00
H23 -2.6936 1.1733 -4.0360  0.00
H24 -1.6451 3.0003 -5.6255  0.00
H25 -1.7391 5.3805 -4.5316  0.00

[3]
Formula: C37H25NO7
Source: OMol25
Level of theory: ωB97M-V with the def2-TZVPD basis set

Values from the calculation:
* SMILES: O=C1c2ccccc2C(=O)c2ccccc21.O=C1c2ccccc2C(=O)c2ccccc21.C#CC1=C(CCCN)C(=O)OC1=O
* 2S+1: 1
* HOMO-LUMO gap: 0.304 Ha
* HOMO energy: -9.297 eV
* net charge: 0
* M: 595.607 g/mol

Last column: natural (NBO) charge in e.
Element x y z (Å)
O1 -3.1688 -5.4269 0.7632  -0.53
C1 -3.1984 -4.9082 -0.3377  0.52
C2 -3.5137 -3.4667 -0.4839  -0.15
C3 -3.7572 -2.6977 0.6519  -0.16
C4 -4.0145 -1.3391 0.5274  -0.19
C5 -4.0282 -0.7422 -0.7312  -0.20
C6 -3.8032 -1.5079 -1.8677  -0.18
C7 -3.5515 -2.8736 -1.7473  -0.06
C8 -3.3303 -3.6870 -2.9668  0.53
O2 -3.4166 -3.1823 -4.0712  -0.52
C9 -2.9952 -5.1242 -2.8196  -0.15
C10 -2.7494 -5.8924 -3.9561  -0.15
C11 -2.4024 -7.2305 -3.8277  -0.19
C12 -2.2989 -7.8066 -2.5640  -0.20
C13 -2.5569 -7.0480 -1.4299  -0.17
C14 -2.9110 -5.7058 -1.5543  -0.05
H1 -3.7424 -3.1558 1.6347  0.24
H2 -4.1997 -0.7409 1.4132  0.22
H3 -4.2168 0.3193 -0.8246  0.22
H4 -3.8202 -1.0402 -2.8439  0.26
H5 -2.8239 -5.4474 -4.9423  0.24
H6 -2.2076 -7.8257 -4.7133  0.22
H7 -2.0184 -8.8497 -2.4644  0.22
H8 -2.4778 -7.5032 -0.4487  0.24
O3 3.5117 2.2371 0.9879  -0.54
C15 3.7522 2.1059 2.1741  0.52
C16 2.6535 1.8790 3.1428  -0.06
C17 1.3393 1.7946 2.6851  -0.17
C18 0.3083 1.5430 3.5802  -0.19
C19 0.5847 1.3734 4.9348  -0.19
C20 1.8906 1.4739 5.3968  -0.15
C21 2.9276 1.7330 4.5036  -0.15
C22 4.3157 1.8561 5.0090  0.54
O4 4.5484 1.7829 6.2015  -0.52
C23 5.4170 2.0629 4.0375  -0.15
C24 6.7306 2.1445 4.4950  -0.15
C25 7.7719 2.3047 3.5907  -0.19
C26 7.5053 2.3836 2.2260  -0.20
C27 6.1962 2.3170 1.7675  -0.17
C28 5.1475 2.1617 2.6721  -0.06
H9 1.1184 1.9203 1.6304  0.25
H10 -0.7131 1.4732 3.2219  0.22
H11 -0.2201 1.1644 5.6310  0.22
H12 2.0994 1.3460 6.4532  0.24
H13 6.9442 2.0789 5.5562  0.24
H14 8.7940 2.3641 3.9484  0.22
H15 8.3203 2.4993 1.5197  0.22
H16 5.9949 2.3822 0.7039  0.24
C29 -0.9594 5.9308 -0.2742  -0.16
C30 -1.2515 4.8034 -0.6634  -0.07
C31 -2.0509 3.6470 -1.3214  -0.13
C32 -1.7903 2.9308 -2.4802  -0.03
C33 -0.5566 3.1531 -3.4215  -0.45
C34 0.3741 1.8734 -3.6301  -0.41
C35 0.2141 0.7391 -2.5312  -0.23
N1 0.8484 1.0505 -1.2158  -0.87
C36 -3.0195 1.9465 -2.5908  0.78
O5 -3.1044 0.9909 -3.3305  -0.51
O6 -4.0368 2.3839 -1.7046  -0.51
C37 -3.3906 3.1180 -0.6871  0.79
O7 -3.7040 3.3180 0.4562  -0.49
H17 -0.8460 6.9709 0.1410  0.26
H18 -0.9440 3.4605 -4.4522  0.24
H19 0.0605 4.0239 -3.0329  0.24
H20 0.2423 1.3754 -4.6410  0.23
H21 1.4555 2.2381 -3.5611  0.21
H22 0.7529 -0.1823 -2.9455  0.19
H23 -0.8480 0.4104 -2.3321  0.19
H24 1.2533 1.9898 -1.1783  0.37
H25 1.5655 0.3290 -1.0686  0.37